ORCA calculation (ωB97M-V with the def2-TZVPD basis set) on a 2-piece molecular cluster, C26H27NO2 overall at a distorted geometry.

Last column: Löwdin charge in e.
CARTESIAN COORDINATES (ANGSTROEM)
1 C 6.846 -2.813 -0.863  -0.06
2 C 5.509 -2.135 -0.904  -0.27
3 C 5.465 -0.734 -0.992  -0.04
4 C 4.250 -0.070 -0.996  -0.02
5 C 3.018 -0.776 -0.907  -0.22
6 C 1.789 -0.061 -0.935  0.00
7 C 0.537 -0.616 -0.718  -0.07
8 C -0.671 0.026 -0.986  0.03
9 C -1.857 -0.753 -1.201  -0.21
10 C -2.755 -0.421 -2.252  -0.01
11 C -3.877 -1.200 -2.526  -0.03
12 C -4.145 -2.352 -1.762  -0.26
13 C -5.369 -3.187 -2.009  -0.05
14 C -3.233 -2.734 -0.764  -0.04
15 C -2.103 -1.971 -0.499  -0.01
16 C 3.082 -2.203 -0.926  -0.01
17 C 4.305 -2.865 -0.926  -0.03
18 H 6.737 -3.901 -0.844  0.08
19 H 7.440 -2.536 -1.745  0.09
20 H 7.440 -2.507 0.010  0.09
21 H 6.402 -0.173 -1.067  0.12
22 H 4.204 1.016 -1.119  0.12
23 H 1.828 1.010 -1.143  0.13
24 H 0.495 -1.642 -0.358  0.10
25 H -0.692 1.090 -1.210  0.13
26 H -2.498 0.444 -2.867  0.12
27 H -4.529 -0.944 -3.366  0.12
28 H -5.408 -4.010 -1.287  0.07
29 H -6.271 -2.577 -1.880  0.09
30 H -5.429 -3.625 -3.016  0.09
31 H -3.415 -3.671 -0.228  0.11
32 H -1.403 -2.307 0.266  0.11
33 H 2.156 -2.775 -1.008  0.11
34 H 4.354 -3.960 -0.955  0.12
35 C 2.954 1.707 3.470  -0.08
36 C 2.139 2.319 2.355  -0.22
37 O 0.751 1.917 2.610  -0.04
38 C -0.152 2.379 1.689  -0.53
39 C -1.471 1.881 1.949  0.00
40 C -2.635 2.567 1.545  -0.23
41 C -2.717 3.647 0.589  -0.01
42 C -3.986 4.131 0.218  -0.16
43 N -5.109 3.675 0.785  0.01
44 C -5.095 2.682 1.672  -0.17
45 C -3.882 2.148 2.128  -0.04
46 O 0.180 3.119 0.762  0.02
47 H 4.008 1.659 3.190  0.07
48 H 2.892 2.292 4.395  0.08
49 H 2.588 0.701 3.710  0.08
50 H 2.239 3.416 2.358  0.12
51 H 2.448 1.970 1.350  0.11
52 H -1.527 0.961 2.510  0.10
53 H -1.804 4.101 0.206  0.09
54 H -4.109 4.916 -0.536  0.10
55 H -6.047 2.294 2.065  0.10
56 H -3.869 1.449 2.967  0.10

The value obtained for the orbital gap is 3.4 eV. The relative energy (zero: lowest compared OMol25 entry of this formula, charge and spin) comes out at 21.2 kcal/mol. The electronic energy is -1212.06446 a.u. The strongest force on any atom is 1.71 eV/Å.

=====

ORCA calculation (ωB97M-V with the def2-TZVPD basis set) on C26H28AsClIN4OPt as an isolated structure at a distorted geometry.

Last column: Löwdin charge in e.
CARTESIAN COORDINATES (ANGSTROEM)
1 Pt -0.367 0.808 -0.895  0.93
2 Cl 1.335 -0.567 5.715  0.93
3 C 1.446 -0.589 4.018  -0.57
4 C 1.964 -1.819 3.436  -0.15
5 C 1.768 -2.118 2.147  -0.66
6 I 2.499 -3.838 1.300  1.17
7 C 1.015 -1.188 1.248  -0.37
8 O 0.908 -1.397 0.069  0.03
9 C 0.351 0.018 1.885  -0.11
10 N -0.375 0.856 1.121  -0.07
11 C -1.056 1.860 1.690  -0.08
12 C -1.044 2.074 3.055  0.04
13 C -0.259 1.264 3.850  0.03
14 C 0.469 0.240 3.251  -0.14
15 H 2.520 -2.477 4.092  0.13
16 H -1.625 2.494 1.027  0.11
17 H -1.628 2.881 3.474  0.15
18 H -0.206 1.429 4.918  0.12
19 C -2.893 0.147 -3.854  -0.14
20 C -2.876 -0.865 -2.712  -0.38
21 As -2.612 -0.060 -0.966  1.12
22 C -3.930 1.342 -0.698  -0.38
23 C -3.561 2.684 -1.326  -0.15
24 C -3.004 -1.427 0.352  -0.38
25 C -2.372 -2.776 0.021  -0.14
26 H -2.986 -0.377 -4.804  0.09
27 H -1.975 0.740 -3.901  0.07
28 H -3.736 0.831 -3.778  0.07
29 H -2.084 -1.605 -2.836  0.08
30 H -3.820 -1.411 -2.645  0.10
31 H -4.068 1.425 0.383  0.07
32 H -4.869 0.953 -1.100  0.10
33 H -2.590 3.046 -0.981  0.04
34 H -4.305 3.435 -1.063  0.09
35 H -3.521 2.631 -2.412  0.07
36 H -4.092 -1.497 0.398  0.09
37 H -2.674 -1.045 1.321  0.06
38 H -2.785 -3.195 -0.896  0.08
39 H -2.579 -3.489 0.819  0.09
40 H -1.291 -2.706 -0.101  0.05
41 C 3.587 1.535 -2.378  0.01
42 C 2.337 1.047 -2.056  -0.10
43 N 1.602 1.574 -1.061  -0.11
44 C 2.116 2.570 -0.332  -0.09
45 C 3.388 3.067 -0.539  -0.18
46 C 4.118 2.561 -1.614  0.05
47 C 3.963 4.107 0.343  0.02
48 C 4.118 4.020 1.672  0.01
49 C 3.785 2.833 2.485  -0.20
50 C 3.332 2.966 3.808  0.07
51 C 2.828 1.845 4.421  -0.05
52 N 2.846 0.661 3.802  0.05
53 C 3.463 0.579 2.621  -0.09
54 N 3.910 1.611 1.937  0.20
55 H 4.137 1.106 -3.203  0.14
56 H 1.901 0.217 -2.602  0.13
57 H 1.485 2.976 0.450  0.12
58 H 5.105 2.950 -1.832  0.15
59 H 4.283 5.020 -0.148  0.14
60 H 4.490 4.881 2.213  0.13
61 H 3.314 3.925 4.308  0.14
62 H 2.380 1.884 5.409  0.13
63 H 3.590 -0.404 2.184  0.14

The value obtained for the orbital gap is 6.7 eV. The relative energy (zero: lowest compared OMol25 entry of this formula, charge and spin) comes out at 0.0 kcal/mol. The electronic energy is -4413.77330 a.u. The total charge is +3. The strongest force on any atom is 2.24 eV/Å.

=====

ORCA calculation (ωB97M-V with the def2-TZVPD basis set) on C26H28AsNO2PSV as an isolated structure at a distorted geometry.

Last column: Löwdin charge in e.
CARTESIAN COORDINATES (ANGSTROEM)
1 V 0.615 -0.562 -1.062  0.32
2 O -1.188 -0.884 -1.704  -0.29
3 N -1.667 -0.349 -2.824  -0.18
4 C -2.904 -0.701 -3.239  0.00
5 C -3.435 -0.163 -4.374  -0.04
6 C -2.688 0.773 -5.099  -0.05
7 C -1.431 1.119 -4.664  -0.07
8 C -0.895 0.538 -3.509  -0.61
9 S 0.661 0.871 -2.874  0.72
10 H -3.409 -1.418 -2.609  0.14
11 H -4.421 -0.466 -4.695  0.11
12 H -3.100 1.226 -5.990  0.12
13 H -0.828 1.839 -5.197  0.12
14 C 3.145 -3.867 0.280  -0.17
15 As 2.741 -2.577 -1.095  1.03
16 C 1.278 -3.231 -2.192  -0.19
17 C 4.278 -2.354 -2.239  -0.17
18 O 2.330 -1.139 -0.360  -0.57
19 H 3.355 -4.846 -0.145  0.05
20 H 2.292 -3.920 0.953  0.05
21 H 4.012 -3.505 0.830  0.05
22 H 1.534 -4.183 -2.657  0.06
23 H 1.082 -2.494 -2.975  0.04
24 H 0.393 -3.356 -1.572  0.04
25 H 4.538 -3.305 -2.699  0.05
26 H 5.109 -1.991 -1.637  0.05
27 H 4.038 -1.617 -3.004  0.05
28 C 3.366 2.149 3.476  -0.08
29 C 2.915 0.842 3.594  -0.07
30 C 1.879 0.388 2.793  -0.10
31 C 1.274 1.242 1.871  -0.33
32 C 1.752 2.544 1.738  -0.07
33 C 2.790 2.994 2.540  -0.07
34 P -0.064 0.602 0.802  1.03
35 C -0.984 -0.478 1.949  -0.36
36 C -1.246 -0.095 3.267  -0.10
37 C -1.950 -0.937 4.111  -0.06
38 C -2.393 -2.172 3.655  -0.07
39 C -2.127 -2.567 2.353  -0.07
40 C -1.427 -1.721 1.504  -0.09
41 C -1.169 2.031 0.519  -0.32
42 C -0.763 2.990 -0.412  -0.13
43 C -1.540 4.113 -0.648  -0.07
44 C -2.744 4.277 0.022  -0.07
45 C -3.171 3.311 0.919  -0.07
46 C -2.389 2.192 1.169  -0.07
47 H 4.162 2.508 4.115  0.11
48 H 3.368 0.178 4.319  0.11
49 H 1.537 -0.635 2.890  0.11
50 H 1.307 3.215 1.017  0.09
51 H 3.146 4.011 2.435  0.11
52 H -0.884 0.858 3.631  0.12
53 H -2.153 -0.632 5.130  0.11
54 H -2.944 -2.828 4.316  0.11
55 H -2.471 -3.531 1.998  0.11
56 H -1.243 -2.010 0.476  0.08
57 H 0.155 2.842 -0.963  0.06
58 H -1.208 4.858 -1.360  0.11
59 H -3.352 5.153 -0.163  0.11
60 H -4.119 3.427 1.428  0.11
61 H -2.746 1.445 1.864  0.10

The value obtained for the orbital gap (alpha / beta) is 7.4 / 6.9 eV. The relative energy (zero: lowest compared OMol25 entry of this formula, charge and spin) comes out at 16.2 kcal/mol. The electronic energy is -5131.87960 a.u. The total charge is +1. As for the multiplicity: 2. The strongest force on any atom is 1.79 eV/Å. Its expectation value of S² is 0.770.

=====

ORCA calculation (ωB97M-V with the def2-TZVPD basis set) on C26H28BBrN4OPdS3 as an isolated structure at a distorted geometry.

Last column: Löwdin charge in e.
CARTESIAN COORDINATES (ANGSTROEM)
1 Pd -0.252 -0.295 -0.118  0.54
2 Br -0.176 -0.728 2.565  0.93
3 C -1.456 -2.180 2.435  -0.51
4 C -2.020 -2.627 3.607  -0.09
5 C -2.957 -3.662 3.562  -0.03
6 C -3.332 -4.202 2.356  0.01
7 C -2.781 -3.737 1.148  -0.15
8 C -3.237 -4.224 -0.093  0.01
9 C -2.752 -3.725 -1.277  -0.03
10 C -1.752 -2.742 -1.266  -0.07
11 C -1.283 -2.237 -0.070  -0.04
12 C -1.794 -2.698 1.166  -0.21
13 H -1.744 -2.183 4.550  0.11
14 H -3.394 -4.017 4.481  0.12
15 H -4.083 -4.977 2.309  0.13
16 H -3.993 -4.995 -0.094  0.13
17 H -3.146 -4.081 -2.217  0.12
18 H -1.371 -2.381 -2.217  0.09
19 C 2.639 -2.580 1.190  -0.03
20 N 2.722 -2.499 -0.242  -0.11
21 C 3.092 -3.511 -1.070  0.01
22 C 3.018 -3.034 -2.344  0.00
23 N 2.607 -1.741 -2.304  0.02
24 B 2.273 -0.976 -3.596  -0.44
25 N 2.118 0.549 -3.376  -0.03
26 C 3.030 1.503 -3.686  -0.01
27 C 2.399 2.715 -3.704  0.02
28 N 1.087 2.492 -3.407  -0.09
29 C 0.030 3.467 -3.367  0.00
30 C 0.942 1.165 -3.189  -0.71
31 S -0.509 0.376 -2.748  0.81
32 C 2.425 -1.421 -1.012  -0.65
33 S 2.109 0.132 -0.371  0.81
34 H 3.440 -3.217 1.564  0.11
35 H 1.679 -3.014 1.486  0.09
36 H 2.735 -1.586 1.625  0.05
37 H 3.390 -4.470 -0.698  0.14
38 H 3.231 -3.525 -3.269  0.14
39 H 1.217 -1.392 -3.975  0.08
40 H 3.138 -1.153 -4.385  0.09
41 H 4.052 1.256 -3.899  0.14
42 H 2.793 3.687 -3.922  0.14
43 H 0.399 4.424 -3.732  0.11
44 H -0.340 3.585 -2.345  0.07
45 H -0.796 3.147 -4.005  0.11
46 C 1.282 4.047 4.397  -0.03
47 C 0.550 3.431 3.255  -0.25
48 C -0.792 3.076 3.374  -0.01
49 C -1.499 2.579 2.294  -0.09
50 C -0.869 2.460 1.064  -0.43
51 C 0.483 2.753 0.932  -0.14
52 C 1.185 3.228 2.028  -0.02
53 S -1.755 1.909 -0.419  0.80
54 C -3.153 3.068 -0.402  -0.17
55 O -2.338 0.593 -0.019  -0.55
56 H 0.779 3.857 5.341  0.09
57 H 1.326 5.128 4.256  0.10
58 H 2.307 3.686 4.453  0.09
59 H -1.306 3.215 4.314  0.13
60 H -2.535 2.301 2.406  0.12
61 H 0.973 2.667 -0.034  0.07
62 H 2.233 3.461 1.931  0.13
63 H -3.696 2.961 0.529  0.06
64 H -3.802 2.816 -1.235  0.07
65 H -2.766 4.073 -0.518  0.07

The value obtained for the orbital gap (alpha / beta) is 5.0 / 5.0 eV. The relative energy (zero: lowest compared OMol25 entry of this formula, charge and spin) comes out at 84.0 kcal/mol. The electronic energy is -5222.56399 a.u. The total charge is +2. The strongest force on any atom is 3.35 eV/Å.